Entry 1:
65
Properties=species:S:1:pos:R:3:mulliken_spin:R:1 method="wB97M-V/def2-TZVPD" orbital_gap_ev="4.1475 / 4.7963" e_tot_ev=-109936.77639 charge=-2 spin_multiplicity=2 homo_ev="-1.8 / -1.8" s_squared=0.82 e_above_lowest_kj_mol=12.4
V -0.9346 0.2230 -1.0181 1.35
B -2.5632 3.1536 -0.1285 0.00
N -2.0229 3.0400 -1.5926 0.01
C -2.2087 3.9535 -2.5526 0.00
C -1.6585 3.4837 -3.7320 0.00
C -1.1346 2.2399 -3.3879 0.01
N -1.3539 1.9949 -2.0994 -0.04
N -1.6583 2.3875 0.8733 0.01
C -1.2492 2.8295 2.0600 0.00
C -0.7243 1.7727 2.7920 0.00
C -0.8550 0.6815 1.9520 0.02
N -1.4200 1.0552 0.7905 -0.03
H -2.5428 4.3196 0.1770 0.00
H -3.6790 2.6889 -0.0852 0.00
H -2.7080 4.8787 -2.3207 0.00
H -1.6196 3.9779 -4.6862 0.00
H -0.5943 1.5240 -3.9856 0.00
H -1.3664 3.8702 2.3098 0.00
H -0.2833 1.7945 3.7729 0.00
H -0.5393 -0.3371 2.0998 0.00
S -1.0104 -1.8799 -0.1078 -0.12
C 0.0515 -2.8293 -1.0990 0.02
C 0.1130 -4.2134 -0.9272 -0.01
C 0.9399 -4.9900 -1.7220 0.00
C 0.9472 -6.4122 -1.5563 0.00
N 0.9530 -7.5548 -1.4284 0.00
C 1.7422 -4.3755 -2.7032 0.00
C 1.6938 -3.0019 -2.8673 0.00
C 0.8425 -2.2199 -2.0848 -0.01
S 0.7858 -0.4990 -2.3157 -0.10
C 2.5949 -5.1572 -3.5477 0.00
N 3.2859 -5.7681 -4.2342 0.00
H -0.4974 -4.6844 -0.1689 0.00
H 2.3205 -2.5281 -3.6108 0.00
F -6.1181 -1.2033 -4.0513 0.00
C -4.9581 -0.9323 -3.3942 0.01
C -5.0145 -0.2732 -2.1845 -0.01
C -3.8228 0.0094 -1.5277 0.04
C -2.5959 -0.3754 -2.0660 -0.17
C -2.5828 -1.0455 -3.2857 0.02
C -3.7654 -1.3256 -3.9612 -0.01
H -5.9708 0.0214 -1.7724 0.00
H -3.8700 0.5428 -0.5861 0.00
H -1.6428 -1.3660 -3.7183 0.00
H -3.7664 -1.8485 -4.9089 0.00
F 4.5256 2.9215 2.9335 0.00
C 3.8210 1.7884 3.1198 0.00
C 3.8216 1.2433 4.3878 0.00
F 4.5532 1.8876 5.3189 0.00
C 3.0814 0.1068 4.7530 0.00
C 2.3802 -0.4415 3.6664 0.00
C 2.4023 0.0957 2.3964 0.00
F 1.7386 -0.5814 1.4299 0.00
C 3.0927 1.2584 2.0584 0.00
C 3.0043 1.8629 0.7251 0.00
C 1.8197 1.7467 0.0283 0.01
N 0.8008 1.7136 -0.5407 -0.02
C 3.9907 2.7057 0.1774 0.00
N 4.7807 3.3993 -0.3073 0.00
F 1.6516 -1.5655 3.8322 0.00
C 3.0419 -0.4325 6.0921 0.00
C 3.8027 0.0928 7.1584 0.00
N 4.3930 0.4781 8.0782 0.00
C 2.2132 -1.5143 6.4580 0.00
N 1.5460 -2.3874 6.8256 0.00

=====

Entry 2:
66
Properties=species:S:1:pos:R:3:mulliken_charge:R:1 method="wB97M-V/def2-TZVPD" orbital_gap_ev=7.4365 e_tot_ev=-131416.41256 charge=-1 homo_ev=-4.9 e_above_lowest_kj_mol=3.5
Ag 0.1149 -1.0339 -0.0513 -0.15
Cl -0.6547 -2.2581 2.9717 -0.19
C -1.9590 -2.3541 1.8115 1.57
C -1.6807 -2.0709 0.4810 -1.98
C -2.7674 -2.1449 -0.3759 1.24
Cl -2.5237 -1.7286 -2.0617 -0.19
C -4.0569 -2.4705 0.0325 -0.29
Cl -5.3773 -2.4734 -1.0862 -0.20
C -4.2859 -2.7427 1.3758 0.42
Cl -5.8838 -3.1040 1.9316 -0.20
C -3.2276 -2.6846 2.2779 -0.41
Cl -3.5213 -2.9708 3.9596 -0.17
O 1.0534 -0.1938 -3.5857 -0.54
N 0.2889 0.7820 -2.9928 0.18
C -0.8694 0.8494 -3.5108 -1.05
C -1.8594 1.8215 -3.0256 0.84
C -2.7302 2.3651 -3.9771 -0.75
C -3.6592 3.3281 -3.6360 -0.63
C -3.7332 3.7687 -2.3201 -0.79
C -2.9009 3.2115 -1.3661 -0.07
C -1.9714 2.2184 -1.6860 0.03
P -0.9688 1.4473 -0.3473 1.12
C 0.0872 2.8807 0.1076 0.69
C -0.3104 3.8651 1.0107 -0.01
C 0.5439 4.9066 1.3427 -0.78
C 1.8058 4.9806 0.7692 -0.61
C 2.2101 4.0106 -0.1366 -0.54
C 1.3563 2.9664 -0.4632 -0.26
C -2.1730 1.3026 1.0242 0.70
C -3.5000 0.9330 0.7988 -0.61
C -4.3216 0.5561 1.8506 -0.74
C -3.8253 0.5332 3.1496 -0.53
C -2.5024 0.8870 3.3804 -0.98
C -1.6784 1.2607 2.3292 -0.75
H 1.9041 -0.1682 -3.0984 0.50
H -1.1395 0.2014 -4.3414 0.41
H -2.6558 2.0228 -5.0034 0.44
H -4.3181 3.7389 -4.3906 0.39
H -4.4424 4.5353 -2.0334 0.42
H -2.9808 3.5475 -0.3398 0.29
H -1.2863 3.8036 1.4754 0.31
H 0.2236 5.6588 2.0540 0.41
H 2.4773 5.7890 1.0347 0.38
H 3.1963 4.0574 -0.5834 0.49
H 1.6764 2.2009 -1.1626 0.34
H -3.8920 0.9053 -0.2123 0.48
H -5.3421 0.2492 1.6502 0.47
H -4.4584 0.2168 3.9697 0.40
H -2.0945 0.8357 4.3826 0.37
H -0.6322 1.4757 2.5131 0.39
O 1.7986 0.7990 1.9336 -0.60
C 2.5845 0.3971 1.0898 0.19
N 2.2545 -0.3810 0.0183 0.01
S 3.5320 -0.7669 -0.8738 0.98
O 3.4454 -0.1676 -2.1975 -0.83
O 3.8216 -2.1680 -0.8306 -0.69
C 4.7099 0.1661 0.0624 0.19
C 6.0662 0.3332 -0.1366 -0.67
C 6.7412 1.1386 0.7699 -0.43
C 6.0668 1.7463 1.8280 -0.55
C 4.7049 1.5605 2.0047 -0.41
C 4.0375 0.7523 1.0992 0.24
H 6.5768 -0.1390 -0.9656 0.45
H 7.8062 1.2990 0.6540 0.38
H 6.6188 2.3704 2.5201 0.39
H 4.1571 2.0232 2.8159 0.49